Entry 1:
{
  "formula": "C5H8N",
  "method": "wB97M-V/def2-TZVPD",
  "orbital_gap_ev": [7.171, 7.172],
  "total_charge": 1,
  "multiplicity": 1,
  "e_above_lowest_kcal_mol": 131.2,
  "total_energy_ev": -6792.39805,
  "species": ["C", "C", "C", "C", "C", "N", "H", "H", "H", "H", "H", "H", "H", "H"],
  "positions_angstrom": [[-1.504, 0.493, 2.630], [-1.062, 1.163, 1.558], [-0.487, 0.231, -0.491], [-0.092, -0.814, -1.372], [1.195, -0.730, -1.921], [-0.405, 0.325, 0.681], [-1.213, -0.528, 2.661], [-2.108, 1.043, 3.331], [-1.179, 2.287, 1.453], [-1.237, 0.488, -1.473], [-0.881, -1.346, -1.835], [1.903, -1.242, -1.184], [1.711, 0.206, -2.069], [1.141, -1.323, -2.820]],
  "forces_ev_per_angstrom": [[0.2, 1.8, -0.9], [-0.4, 1.3, 1.9], [-1.5, -3.4, -5.3], [0.2, 2.9, 0.5], [1.9, -2.2, -1.1], [0.0, 1.9, 3.9], [-0.2, -0.7, 0.7], [-0.1, -0.4, 0.4], [0.2, -1.6, -0.4], [0.7, 1.0, 1.4], [-0.7, -1.2, -0.2], [-0.8, 0.2, -0.4], [-0.3, 0.6, 0.1], [1.0, -0.1, -0.5]]
}

***

Entry 2:
{
  "formula": "C39H51BCaFN9O6S3",
  "method": "wB97M-V/def2-TZVPD",
  "orbital_gap_ev": 5.559,
  "total_charge": -2,
  "multiplicity": 1,
  "e_above_lowest_kcal_mol": 0.0,
  "total_energy_ev": -121318.15582,
  "species": ["Ca", "C", "C", "C", "C", "N", "C", "C", "N", "B", "N", "C", "C", "N", "C", "S", "C", "C", "C", "C", "N", "C", "C", "N", "C", "S", "C", "C", "C", "C", "C", "S", "H", "H", "H", "H", "H", "H", "H", "H", "H", "H", "H", "H", "H", "H", "H", "H", "H", "H", "H", "H", "H", "H", "H", "H", "H", "H", "H", "H", "H", "H", "H", "H", "H", "H", "N", "C", "C", "O", "N", "C", "C", "O", "O", "H", "H", "H", "H", "H", "H", "C", "C", "C", "C", "C", "C", "C", "F", "C", "C", "C", "O", "C", "C", "N", "C", "C", "O", "O", "H", "H", "H", "H", "H", "H", "H", "H", "H", "H", "H"],
  "positions_angstrom": [[0.582, 0.557, -1.434], [2.599, 5.556, -1.521], [1.102, 5.508, -1.196], [0.405, 4.918, -2.419], [0.542, 6.904, -0.908], [0.948, 4.718, 0.065], [1.736, 5.014, 1.170], [1.452, 4.117, 2.131], [0.486, 3.264, 1.650], [0.200, 1.830, 2.182], [1.049, 1.556, 3.451], [0.539, 1.532, 4.727], [1.494, 1.079, 5.556], [2.613, 0.780, 4.783], [2.333, 1.106, 3.475], [3.334, 1.075, 2.112], [3.828, 0.203, 5.396], [3.395, -0.918, 6.353], [4.795, -0.407, 4.387], [4.541, 1.321, 6.165], [-1.293, 1.666, 2.548], [-2.247, 2.655, 2.509], [-3.461, 2.073, 2.558], [-3.261, 0.698, 2.633], [-1.910, 0.462, 2.635], [-1.104, -1.026, 2.809], [-4.312, -0.331, 2.477], [-4.297, -1.269, 3.685], [-5.687, 0.338, 2.406], [-4.072, -1.084, 1.168], [0.170, 3.640, 0.378], [-1.061, 2.883, -0.520], [2.737, 6.065, -2.476], [2.976, 4.537, -1.637], [3.183, 6.093, -0.770], [0.711, 5.539, -3.266], [-0.677, 4.938, -2.338], [0.739, 3.901, -2.612], [0.680, 7.545, -1.781], [1.041, 7.371, -0.056], [-0.526, 6.838, -0.693], [2.442, 5.821, 1.164], [1.893, 3.982, 3.102], [0.443, 1.074, 1.293], [-0.478, 1.816, 4.932], [1.466, 0.917, 6.617], [2.763, -1.636, 5.829], [2.848, -0.547, 7.219], [4.281, -1.436, 6.722], [4.309, -1.164, 3.773], [5.599, -0.876, 4.961], [5.212, 0.334, 3.713], [3.879, 1.770, 6.909], [4.861, 2.101, 5.473], [5.421, 0.928, 6.679], [-1.971, 3.687, 2.392], [-4.435, 2.518, 2.523], [-4.498, -0.704, 4.599], [-3.330, -1.758, 3.777], [-5.077, -2.025, 3.568], [-5.905, 0.922, 3.303], [-6.440, -0.447, 2.327], [-5.779, 0.980, 1.529], [-3.096, -1.565, 1.168], [-4.114, -0.394, 0.323], [-4.847, -1.844, 1.043], [1.748, -1.232, 0.098], [2.219, -2.291, -0.795], [2.831, -1.741, -2.106], [3.819, -2.347, -2.578], [2.188, -0.693, -2.572], [2.807, 0.155, -3.554], [2.952, 1.635, -3.098], [3.718, 2.360, -3.750], [2.245, 2.008, -2.104], [2.529, -0.704, 0.479], [1.202, -1.571, 0.880], [1.364, -2.925, -1.053], [2.981, -2.932, -0.340], [2.206, 0.196, -4.474], [3.798, -0.200, -3.851], [-0.991, -3.746, -7.025], [-1.870, -4.297, -5.907], [-1.512, -5.754, -5.638], [-2.363, -6.316, -4.515], [-2.192, -5.474, -3.284], [-2.316, -6.005, -2.020], [-2.141, -5.199, -0.903], [-2.278, -5.785, 0.311], [-1.833, -3.873, -0.999], [-1.708, -3.310, -2.278], [-1.360, -1.864, -2.362], [-1.089, -1.286, -1.305], [-1.393, -1.315, -3.693], [-1.563, -2.172, -4.729], [-1.738, -3.517, -4.666], [-1.881, -4.104, -3.418], [-1.217, 0.170, -4.089], [-1.398, 0.436, -5.287], [-0.923, 0.937, -3.146], [-0.984, -4.463, -7.848], [0.033, -3.611, -6.675], [-1.341, -2.794, -7.419], [-2.922, -4.257, -6.222], [-0.450, -5.816, -5.382], [-1.659, -6.320, -6.560], [-2.099, -7.353, -4.297], [-3.415, -6.317, -4.824], [-2.541, -7.055, -1.876], [-1.668, -3.241, -0.135], [-1.548, -1.719, -5.711]],
  "forces_ev_per_angstrom": [[-0.1, 0.2, 0.4], [0.0, 0.0, -0.1], [0.1, 0.0, 0.1], [0.1, 0.0, 0.0], [0.0, 0.0, 0.0], [-0.1, -0.2, 0.0], [0.0, 0.0, 0.1], [0.1, 0.1, 0.0], [0.1, 0.0, -0.1], [0.1, 0.1, -0.2], [0.0, -0.1, 0.1], [0.0, 0.1, 0.1], [-0.1, 0.0, 0.0], [-0.2, -0.1, -0.1], [0.2, 0.0, -0.3], [-0.1, 0.2, 0.1], [0.0, 0.1, 0.0], [0.0, 0.0, 0.0], [0.1, -0.1, 0.1], [0.0, 0.0, 0.0], [-0.3, 0.0, 0.1], [-0.1, -0.1, 0.0], [0.0, 0.1, 0.1], [0.2, 0.1, -0.1], [0.2, -0.2, 0.1], [0.0, 0.1, -0.1], [-0.1, 0.0, 0.0], [-0.1, 0.0, 0.0], [0.1, 0.0, 0.0], [-0.1, -0.1, 0.0], [-0.2, 0.1, 0.0], [0.1, 0.1, -0.1], [0.0, 0.0, 0.0], [0.0, 0.0, 0.0], [0.0, 0.0, 0.0], [0.0, 0.0, 0.0], [-0.1, -0.1, 0.0], [0.0, -0.1, 0.0], [0.0, 0.0, 0.0], [0.0, 0.0, 0.0], [0.0, 0.0, 0.0], [0.0, 0.0, 0.0], [0.0, 0.0, 0.0], [0.2, -0.3, 0.1], [0.0, 0.0, 0.0], [0.0, 0.0, 0.0], [0.0, 0.0, 0.0], [0.0, 0.0, 0.0], [0.0, 0.0, 0.0], [0.0, 0.0, 0.0], [0.0, 0.0, 0.0], [0.0, 0.0, 0.0], [0.0, 0.0, 0.0], [0.0, 0.0, 0.0], [0.0, 0.0, 0.0], [-0.1, 0.0, 0.0], [0.0, 0.0, 0.0], [0.0, 0.0, 0.0], [0.0, 0.0, 0.0], [0.0, 0.0, 0.0], [0.0, 0.0, 0.0], [0.0, 0.0, 0.0], [0.0, 0.0, 0.0], [0.0, 0.0, 0.0], [0.0, 0.0, 0.0], [0.0, 0.0, 0.0], [-0.1, 0.4, -0.3], [0.1, -0.2, -0.1], [-0.1, -0.3, 0.0], [0.0, 0.1, 0.1], [-0.2, 0.3, 0.3], [0.3, 0.0, -0.4], [0.2, 0.0, -0.3], [-0.1, -0.1, 0.1], [-0.2, 0.0, 0.2], [-0.1, -0.1, 0.1], [0.0, -0.1, 0.0], [0.0, 0.0, 0.0], [0.0, 0.0, 0.0], [0.0, 0.0, 0.0], [0.0, 0.0, 0.0], [0.0, 0.0, 0.0], [0.0, -0.1, 0.0], [0.0, 0.0, -0.1], [0.0, 0.0, 0.0], [0.0, 0.1, 0.1], [0.0, 0.0, 0.0], [0.0, 0.0, 0.0], [0.0, 0.0, 0.1], [0.0, 0.0, -0.2], [0.0, 0.0, 0.0], [0.0, -0.2, 0.3], [0.0, 0.3, -0.3], [0.0, -0.1, -0.2], [0.0, 0.1, -0.1], [0.0, 0.1, 0.0], [0.0, -0.1, 0.1], [-0.1, -0.3, -0.2], [-0.1, 0.0, 0.2], [0.1, 0.2, 0.0], [0.0, 0.0, 0.0], [0.0, 0.0, 0.0], [0.0, 0.0, 0.0], [0.0, 0.0, 0.0], [0.0, 0.0, 0.0], [0.0, 0.0, 0.0], [0.0, 0.0, 0.0], [0.0, 0.0, 0.0], [0.0, 0.0, 0.0], [0.0, 0.0, 0.0], [0.0, 0.0, 0.0]]
}

***

Entry 3:
{
  "formula": "C26H45N2O12",
  "method": "wB97M-V/def2-TZVPD",
  "orbital_gap_ev": [8.406, 8.890],
  "multiplicity": 2,
  "total_energy_ev": -55240.26072,
  "s2": 0.75,
  "species": ["C", "C", "N", "C", "C", "C", "C", "C", "O", "C", "C", "O", "C", "C", "C", "C", "N", "O", "C", "C", "C", "C", "H", "H", "H", "H", "H", "H", "H", "H", "H", "H", "H", "H", "H", "H", "H", "H", "H", "H", "H", "H", "H", "H", "H", "H", "H", "H", "H", "H", "H", "H", "H", "H", "H", "C", "C", "O", "C", "O", "O", "H", "H", "H", "H", "C", "C", "O", "C", "O", "O", "H", "H", "H", "H", "C", "C", "O", "C", "O", "O", "H", "H", "H", "H"],
  "positions_angstrom": [[-0.317, -4.296, 1.736], [-1.501, -3.511, 1.154], [-1.292, -3.014, -0.209], [-1.105, -1.568, -0.344], [-2.436, -0.864, 0.035], [-3.657, -1.580, -0.567], [-4.721, -0.563, -1.001], [-5.220, 0.336, 0.128], [-5.618, 1.628, -0.371], [-4.501, 2.379, -0.630], [-3.760, 2.816, 0.620], [-4.147, 2.654, -1.773], [-0.769, -1.209, -1.804], [0.701, -1.000, -2.130], [0.767, -0.482, -3.576], [1.503, -2.307, -2.113], [1.344, 0.044, -1.280], [2.622, -0.010, -1.321], [0.751, 0.214, 0.095], [1.885, 0.487, 1.084], [-0.143, 1.482, 0.104], [0.046, -1.060, 0.559], [0.219, -4.850, 0.971], [-0.690, -4.965, 2.508], [0.365, -3.607, 2.231], [-2.362, -4.182, 1.131], [-1.760, -2.717, 1.850], [-0.497, -3.501, -0.602], [-2.441, 0.144, -0.371], [-2.506, -0.784, 1.119], [-3.354, -2.118, -1.458], [-4.075, -2.267, 0.167], [-5.573, -1.128, -1.374], [-4.292, -0.003, -1.829], [-4.508, 0.459, 0.944], [-6.121, -0.103, 0.546], [-2.836, 2.249, 0.659], [-3.535, 3.873, 0.531], [-4.359, 2.598, 1.493], [-1.316, -0.316, -2.104], [-1.116, -2.020, -2.442], [0.242, 0.475, -3.581], [0.217, -1.137, -4.248], [1.779, -0.340, -3.913], [2.428, -2.178, -2.664], [0.937, -3.084, -2.623], [1.780, -2.621, -1.108], [1.394, 0.694, 2.037], [2.520, -0.377, 1.252], [2.446, 1.379, 0.826], [-0.115, 1.955, -0.874], [0.257, 2.201, 0.815], [-1.163, 1.289, 0.408], [-0.299, -0.924, 1.578], [0.803, -1.843, 0.606], [3.572, 1.627, -7.698], [2.747, 2.203, -6.567], [2.147, 1.037, -5.995], [2.934, -0.032, -6.303], [2.819, -1.118, -5.842], [3.875, 0.318, -7.214], [4.486, 2.182, -7.892], [3.003, 1.536, -8.625], [3.359, 2.692, -5.807], [1.980, 2.894, -6.907], [5.448, 2.529, 4.070], [5.289, 1.606, 2.880], [4.484, 0.553, 3.420], [3.797, 1.044, 4.474], [2.912, 0.479, 5.029], [4.249, 2.276, 4.809], [5.511, 3.579, 3.797], [6.307, 2.268, 4.692], [4.748, 2.074, 2.056], [6.231, 1.212, 2.510], [-0.548, -0.038, 5.141], [-1.310, 1.002, 5.934], [-1.980, 1.742, 4.905], [-2.099, 0.947, 3.822], [-2.755, 1.209, 2.863], [-1.375, -0.183, 3.976], [-0.443, -0.988, 5.657], [0.438, 0.306, 4.833], [-2.061, 0.562, 6.592], [-0.667, 1.657, 6.515]],
  "forces_ev_per_angstrom": [[-0.3, 0.7, 0.3], [-0.1, -0.7, -0.2], [0.2, 0.1, 0.2], [-0.1, 0.8, 0.3], [0.0, -0.8, -0.4], [-0.1, 0.9, 0.3], [0.1, -0.7, 0.3], [-0.3, -0.2, -0.1], [0.4, 0.1, -0.5], [0.7, 0.7, -1.6], [-0.4, -0.2, -0.8], [-0.9, -0.5, 2.2], [0.0, -0.2, 0.4], [0.2, -0.1, -1.5], [-0.7, 0.6, 0.7], [0.2, 0.1, 0.3], [0.1, -1.7, 1.0], [0.0, 0.6, -0.3], [0.3, 1.0, 0.5], [-0.5, -0.1, 0.4], [0.2, -0.2, -0.1], [0.0, -0.2, -0.6], [0.0, -0.2, 0.0], [0.1, -0.3, 0.0], [0.3, 0.0, -0.1], [-0.1, 0.0, 0.0], [-0.1, 0.3, -0.1], [0.1, 0.1, -0.1], [0.2, 0.1, 0.1], [-0.1, 0.1, 0.1], [0.0, -0.4, 0.0], [0.0, -0.3, -0.1], [-0.1, 0.2, -0.3], [-0.2, 0.4, 0.0], [0.2, 0.0, 0.0], [-0.1, 0.1, 0.2], [0.1, 0.1, 0.2], [0.1, 0.1, 0.0], [0.1, 0.1, 0.2], [-0.1, 0.1, 0.0], [-0.1, 0.0, -0.1], [0.1, 0.2, -0.2], [0.2, -0.2, -0.1], [0.2, -0.1, 0.0], [0.1, 0.1, 0.0], [-0.1, -0.1, 0.1], [-0.1, -0.2, 0.1], [0.0, 0.0, 0.2], [0.3, 0.0, -0.2], [0.2, -0.1, -0.2], [-0.2, 0.0, -0.1], [0.0, 0.1, 0.0], [0.0, -0.1, -0.1], [-0.1, 0.2, 0.2], [0.1, -0.1, 0.0], [0.0, 0.1, -0.1], [-0.1, 0.2, 0.0], [0.2, -0.2, -0.2], [0.0, 0.1, 0.0], [0.0, 0.0, -0.1], [0.0, 0.0, 0.0], [0.1, -0.1, 0.1], [0.0, 0.0, 0.0], [0.0, 0.0, 0.0], [-0.1, -0.1, 0.1], [0.1, 0.1, 0.0], [0.1, 0.1, -0.2], [0.0, 0.0, 0.1], [0.1, 0.1, -0.2], [-0.2, -0.1, 0.1], [0.0, -0.1, 0.0], [-0.2, 0.0, 0.1], [0.0, 0.0, 0.0], [0.0, 0.0, 0.0], [0.0, -0.2, 0.1], [0.2, 0.1, 0.1], [0.1, -0.1, 0.2], [0.0, 0.0, 0.0], [0.0, 0.0, 0.1], [0.1, -0.1, 0.1], [-0.1, 0.0, -0.1], [-0.1, -0.1, -0.1], [0.0, 0.0, 0.0], [0.0, 0.0, 0.0], [0.0, 0.1, -0.1]]
}

***

Entry 4:
{
  "formula": "C5H12O2",
  "method": "wB97M-V/def2-TZVPD",
  "orbital_gap_ev": 10.941,
  "multiplicity": 1,
  "e_above_lowest_kcal_mol": 32.7,
  "smiles": "CO[C@@H](C)CCO",
  "total_energy_ev": -9473.71921,
  "species": ["C", "O", "C", "C", "C", "C", "O", "H", "H", "H", "H", "H", "H", "H", "H", "H", "H", "H", "H"],
  "positions_angstrom": [[1.916, 0.465, -1.300], [1.147, 0.492, -0.124], [-0.044, -0.272, -0.245], [0.195, -1.731, -0.767], [-0.730, -0.211, 1.131], [-1.650, 0.987, 1.383], [-0.983, 2.220, 1.543], [1.425, 1.004, -2.125], [2.062, -0.576, -1.612], [2.880, 0.929, -1.078], [-0.692, 0.228, -0.992], [1.220, -2.117, -0.677], [-0.084, -1.843, -1.822], [-0.426, -2.418, -0.193], [0.052, -0.223, 1.900], [-1.333, -1.116, 1.257], [-2.408, 1.046, 0.582], [-2.196, 0.823, 2.320], [-0.352, 2.311, 0.819]],
  "forces_ev_per_angstrom": [[0.2, 0.0, -0.2], [0.0, -0.1, 0.0], [-0.2, -0.3, -0.1], [-0.2, 0.1, 0.2], [0.0, -0.1, 0.0], [-0.2, -0.4, 0.0], [0.2, 0.1, -0.2], [0.0, 0.0, 0.1], [0.3, 0.3, -0.1], [-0.2, -0.1, -0.1], [0.0, -0.1, 0.1], [-0.2, 0.4, 0.2], [0.1, 0.1, 0.2], [-0.1, 0.0, -0.1], [-0.1, -0.1, -0.1], [0.0, 0.1, 0.0], [0.2, 0.0, 0.1], [0.1, 0.0, -0.2], [0.0, 0.0, 0.1]]
}